Entry 1:
C36H39BF4N5O4SW | ωB97M-V/def2-TZVPD

Values from the calculation:
HOMO (alpha / beta) = -3.9798 / -4.6696 eV
Total charge = -1
Multiplicity = 3
<S²> = 2.04
E_LUMO (alpha / beta) = 1.9 / 1.9 eV

Each line ends with the Mulliken spin population.
Cartesian coordinates (Å):
W 0.2712 -0.7435 0.4363  0.8016
C 3.2297 2.2089 4.1288  0.0025
C 3.5216 0.8578 4.1979  0.0019
C 2.6202 -0.1317 3.8461  0.0214
C 1.5001 0.0920 3.0852  -0.0933
C 1.2396 1.4895 2.9417  0.0576
C 2.0524 2.5288 3.4643  0.0161
N 0.8285 -0.8988 2.3950  -0.0015
C 0.4756 -2.1735 2.9430  -0.0114
C 0.6094 -2.3998 4.2958  -0.0097
C 0.1949 -3.5849 4.8036  0.0031
C -0.3566 -4.5101 3.9042  -0.0044
C -0.5407 -4.3210 2.5326  0.0046
C -0.0065 -3.1242 2.0450  0.0371
N -0.1113 -2.7749 0.6795  -0.0397
N 1.1665 -2.4690 0.1628  -0.0246
C 1.8221 -2.6976 -0.9969  0.0210
C 2.0068 -3.8929 -1.5961  -0.0051
C 2.6016 -3.9796 -2.8116  0.0022
C 3.2490 -2.7807 -3.2516  0.0159
C 3.1651 -1.6501 -2.6018  0.0264
N 2.4106 -1.6123 -1.4947  -0.0444
H 3.9690 2.9441 4.3661  -0.0004
H 4.4792 0.5981 4.6679  -0.0001
H 3.0854 -1.1057 4.0567  -0.0007
H 0.4457 1.8572 2.2905  -0.0110
H 1.8053 3.5991 3.1936  0.0011
H 0.9725 -1.5755 5.0102  0.0012
H 0.2354 -3.7070 5.8232  0.0003
H -0.7772 -5.3371 4.4370  -0.0005
H -1.0838 -4.9532 1.8868  0.0001
H 1.5124 -4.7800 -1.1944  0.0003
H 2.6875 -4.9086 -3.3263  0.0005
H 3.6352 -2.7781 -4.2293  0.0000
H 3.4300 -0.6386 -2.8565  -0.0264
C 2.2960 2.2704 -4.5426  -0.0014
N 1.2011 2.1185 -3.5692  0.0008
C -0.1261 1.9990 -4.1726  0.0035
C 1.4380 0.9041 -2.7811  -0.1303
C 2.3369 0.9141 -1.6123  0.3826
C 2.9079 2.0679 -1.1473  -0.1316
C 3.7289 2.0299 0.0224  0.4355
C 4.0663 0.8214 0.5741  -0.1167
C 3.3938 -0.2725 0.2258  0.2650
C 2.2419 -0.3317 -0.7193  0.2437
H 2.2389 3.3102 -4.9389  0.0003
H 2.2251 1.5306 -5.3959  0.0011
H 3.2398 2.1907 -3.9752  0.0024
H -0.7900 1.9695 -3.3042  -0.0011
H -0.1790 1.0352 -4.7047  -0.0007
H -0.3243 2.8483 -4.8008  0.0003
H 1.7808 0.1161 -3.5507  0.0134
H 0.4505 0.4714 -2.4775  0.0346
H 2.8285 2.9845 -1.7143  0.0095
H 4.1167 2.9446 0.4219  0.0035
H 4.7847 0.7777 1.4049  0.0116
H 3.7543 -1.2905 0.5713  -0.0120
F -1.5740 1.9308 -1.0576  -0.0090
B -0.6081 2.4411 -0.2599  0.0307
F 0.3190 1.4260 0.1699  0.0709
F 0.0977 3.4121 -0.8841  -0.0017
F -1.1102 2.9338 0.9571  -0.0006
C -6.7613 3.7433 0.1389  -0.0001
C -5.6341 2.7683 0.6860  0.0008
C -5.5953 1.4489 0.3342  -0.0005
C -4.6753 0.5280 0.7833  0.0006
C -3.7164 0.9724 1.6851  -0.0005
C -3.7207 2.2891 2.0930  0.0011
C -4.6474 3.2147 1.5313  -0.0004
S -2.5157 -0.1044 2.2708  0.0040
O -3.1792 -1.3604 2.3333  -0.0007
O -1.8638 0.4231 3.4447  0.0000
O -1.5807 -0.1492 1.0643  0.0262
H -7.1684 3.3663 -0.7875  0.0000
H -6.3900 4.7374 0.0072  0.0000
H -7.5364 3.9751 0.9027  0.0000
H -6.3866 1.1302 -0.3582  -0.0001
H -4.8675 -0.5086 0.4925  0.0000
H -2.9375 2.7257 2.6720  0.0003
H -4.6832 4.2648 1.8333  0.0000
C -0.7289 -1.9782 -3.4793  0.0070
C -1.2401 -1.8849 -2.0479  0.0119
C -2.7195 -1.5425 -1.9036  0.0022
O -0.4920 -0.9138 -1.2813  0.1000
H -1.1869 -2.8600 -4.0068  -0.0007
H 0.3355 -2.1924 -3.4685  0.0004
H -0.9790 -1.0887 -4.0714  -0.0028
H -0.9715 -2.8565 -1.5204  0.0063
H -2.9275 -0.5101 -2.0353  -0.0006
H -2.9828 -1.6688 -0.7597  -0.0002
H -3.3289 -2.1693 -2.5265  -0.0001



Entry 2:
C36H39CsN4O2SSe2 | ωB97M-V/def2-TZVPD

Values from the calculation:
HOMO = -5.8045 eV
E_LUMO = -0.6 eV

Each line ends with the Löwdin charge.
Cartesian coordinates (Å):
Cs 0.8562 -0.0779 1.4977  1.1646
C -2.2072 3.3346 4.6298  -0.3969
Se -0.8226 2.4536 3.5983  0.8995
C -0.5289 3.9189 2.3584  -0.5820
C -1.6296 4.1421 1.3298  -0.5640
Se -1.7475 2.7266 0.0033  0.9009
C -3.1587 1.6479 0.7994  -0.3859
H -1.8124 4.2297 5.1051  0.0228
H -2.5214 2.6278 5.3950  0.0218
H -3.0651 3.5831 4.0083  0.0163
H 0.4065 3.6670 1.8586  0.0457
H -0.3541 4.8286 2.9361  0.0653
H -1.4383 5.0627 0.7776  0.0569
H -2.6171 4.2355 1.7795  0.0550
H -4.0976 2.1951 0.7786  0.0239
H -2.8851 1.3679 1.8126  -0.0061
H -3.2483 0.7480 0.1919  -0.0011
C 3.6507 0.7835 5.2646  -0.0793
C 3.3875 -0.1891 6.2211  -0.0736
C 2.2435 -0.9539 6.1145  -0.0221
C 1.3432 -0.7424 5.0604  -0.2384
N 1.6222 0.1895 4.1300  -0.1209
C 2.7366 0.9139 4.2361  -0.1982
C 0.0619 -1.5204 4.9163  -0.2525
C -0.4585 -2.1485 6.0556  -0.0785
C -1.6405 -2.8708 5.9760  -0.1219
C -2.3126 -2.9302 4.7585  -0.1256
C -1.7923 -2.2633 3.6505  -0.1958
C -0.5712 -1.5516 3.6505  -0.2289
H 4.5345 1.4053 5.3068  0.0966
H 4.0775 -0.3547 7.0402  0.1040
H 2.0453 -1.7315 6.8380  0.0994
H 2.9053 1.6535 3.4471  0.0986
H 0.0282 -2.0689 7.0232  0.0890
H -2.0391 -3.3629 6.8552  0.0884
H -3.2488 -3.4774 4.6905  0.0875
H -2.3772 -2.3005 2.7289  0.0513
N -0.0078 -3.5871 0.5130  0.1280
C -0.4566 -3.0117 -0.6101  -0.8892
S -1.9061 -2.1332 -0.6309  0.6073
N 0.2567 -3.1604 -1.7538  0.0643
C 1.5042 -3.7998 -1.9667  -0.2250
C 1.8474 -4.9993 -1.3521  -0.0345
C 3.0805 -5.5811 -1.6190  -0.0762
C 3.9637 -4.9941 -2.5124  -0.0888
C 3.5976 -3.8171 -3.1549  -0.0712
C 2.3768 -3.2226 -2.8839  -0.0222
H -0.4895 -3.3289 1.3687  0.0708
H 0.9648 -3.8402 0.5986  0.1010
H -0.0739 -2.5577 -2.4910  0.1172
H 1.1456 -5.5022 -0.7010  0.1132
H 3.3381 -6.5136 -1.1330  0.1061
H 4.9217 -5.4538 -2.7151  0.1015
H 4.2688 -3.3497 -3.8651  0.1071
H 2.0983 -2.2989 -3.3796  0.1120
C -4.5821 0.6121 -5.0703  -0.0579
O -3.3586 0.7193 -4.3522  -0.0773
C -2.6556 1.8737 -4.4736  -0.2211
C -3.0012 2.9348 -5.2998  -0.0123
C -2.2091 4.0779 -5.3126  -0.0760
C -1.0945 4.1743 -4.4968  -0.0752
C -0.7566 3.1133 -3.6670  -0.0440
C -1.5129 1.9598 -3.6778  -0.1773
N -1.2618 0.8716 -2.7956  0.1148
C -0.1360 0.3943 -2.2934  -0.0677
C 1.1918 0.5201 -2.6915  -0.1251
C 1.6391 1.0535 -3.9550  -0.0491
C 2.9430 1.0497 -4.2938  -0.0863
C 3.9150 0.5200 -3.3681  -0.0701
C 3.5627 -0.0187 -2.1865  -0.0147
C 2.1630 -0.0801 -1.7755  -0.4138
O 1.8261 -0.6128 -0.7044  -0.4125
H -5.2773 1.3986 -4.7739  0.0988
H -4.9970 -0.3575 -4.8174  0.0961
H -4.4060 0.6637 -6.1459  0.0961
H -3.8783 2.8780 -5.9262  0.1045
H -2.4794 4.8998 -5.9625  0.1060
H -0.4958 5.0747 -4.4890  0.1059
H 0.0929 3.1851 -3.0003  0.1207
H -2.0897 0.3681 -2.4969  0.1281
H -0.3281 -0.2527 -1.4406  0.0441
H 0.9124 1.4290 -4.6613  0.1059
H 3.2623 1.4315 -5.2536  0.0989
H 4.9632 0.5429 -3.6453  0.1058
H 4.2927 -0.4432 -1.5093  0.1177



Calculated largest force on an atom in order - 4.04; 2.01 eV/Å